P | 16
Properties=species:S:1:pos:R:3:mulliken_charge:R:1 method="wB97M-V/def2-TZVPD" homo_energy_ev="-16.862 / -15.919" s2=0.754 total_charge=+1 homo_lumo_gap_ha="0.510 / 0.184" spin_multiplicity=2
C -0.640 -2.088 -0.214 -0.861
C -1.011 -0.891 -0.948 -0.456
H 0.399 -2.188 0.063 0.341
H -1.253 -2.117 0.723 0.335
H -1.027 -3.003 -0.680 0.345
H -0.150 -0.392 -1.430 0.268
H -1.857 -0.997 -1.626 0.405
H -1.310 -0.017 -0.264 0.306
C 0.550 1.789 -0.040 -0.641
C 1.133 1.174 1.191 -0.642
H 1.045 1.501 -0.985 0.318
H -0.453 1.314 -0.224 0.083
H 0.533 2.874 -0.045 0.358
H 1.202 1.813 2.074 0.336
H 2.200 0.978 0.948 0.281
H 0.638 0.248 1.457 0.222



Q | 16
Properties=species:S:1:pos:R:3:mulliken_charge:R:1 method="wB97M-V/def2-TZVPD" homo_energy_ev="-16.921 / -14.755" s2=0.753 total_charge=+1 homo_lumo_gap_ha="0.517 / 0.113" spin_multiplicity=2
C -1.473 -0.448 0.834 -0.446
C -1.646 -1.800 1.551 -0.673
H -1.310 0.394 1.598 0.344
H -0.741 -0.409 0.078 -0.028
H -2.389 -0.082 0.265 0.381
H -0.917 -2.554 1.072 0.313
H -2.639 -2.338 1.423 0.317
H -1.478 -1.637 2.707 0.265
C 1.197 1.695 -1.304 -0.665
C 1.963 0.418 -1.125 -0.620
H 0.187 1.785 -0.817 0.238
H 1.813 2.635 -0.855 0.303
H 1.031 2.072 -2.281 0.356
H 3.041 0.768 -1.135 0.295
H 1.617 -0.136 -0.204 0.257
H 1.745 -0.364 -1.807 0.362



R | 16
Properties=species:S:1:pos:R:3:mulliken_charge:R:1 method="wB97M-V/def2-TZVPD" homo_energy_ev="-15.892 / -15.178" s2=0.754 total_charge=+1 homo_lumo_gap_ha="0.470 / 0.151" spin_multiplicity=2
C -1.170 -0.978 -2.425 -0.630
C -0.363 0.037 -1.704 -0.391
H -1.745 -0.539 -3.274 0.349
H -0.591 -1.860 -2.651 0.329
H -2.120 -1.039 -1.824 0.336
H -0.131 -0.190 -0.630 -0.056
H -0.678 1.078 -1.770 0.400
H 0.684 -0.048 -2.060 0.338
C 0.630 -0.321 1.907 -0.647
C 0.857 1.196 2.166 -0.866
H 0.706 -0.701 0.879 0.233
H 1.491 -0.774 2.402 0.328
H -0.392 -0.478 2.263 0.308
H 0.128 1.839 1.682 0.323
H 0.827 1.372 3.240 0.327
H 1.866 1.407 1.798 0.319



Last place for stability: Q



P | 19
Properties=species:S:1:pos:R:3:mulliken_charge:R:1 method="wB97M-V/def2-TZVPD" homo_energy_ev=-12.564 total_charge=+1 homo_lumo_gap_ha=0.258
C -0.124 0.714 1.479 -0.198
C 0.652 0.802 0.291 0.459
C -0.133 0.308 -0.991 -0.623
C -1.671 0.168 -0.827 -0.731
C -1.734 -0.540 0.480 0.654
N -1.157 -0.034 1.563 -0.490
N 1.762 1.436 0.368 -0.698
N -2.354 -1.717 0.496 -0.327
S 3.388 -0.700 -0.090 -0.256
H 0.159 1.184 2.389 0.525
H 0.145 1.170 -1.664 0.402
H 0.300 -0.599 -1.440 0.367
H -2.048 1.152 -0.958 0.341
H -2.223 -0.386 -1.619 0.321
H 2.191 1.625 -0.490 0.362
H -3.049 -1.904 -0.099 0.251
H -2.504 -2.235 1.455 0.328
H 4.635 -0.796 0.377 0.196
H 3.766 0.352 -0.721 0.115



Q | 19
Properties=species:S:1:pos:R:3:mulliken_charge:R:1 method="wB97M-V/def2-TZVPD" homo_energy_ev=-12.208 total_charge=+1 homo_lumo_gap_ha=0.346
C -0.272 1.808 0.264 -0.357
C -0.870 0.952 1.138 0.096
C 0.162 -0.247 -0.392 0.258
C 1.421 1.623 -1.527 -0.869
C 0.196 -3.248 -0.613 -0.859
N 0.382 1.041 -0.645 0.075
N -0.657 -0.354 0.656 -0.022
N -1.743 1.234 2.187 -0.468
S 0.969 -1.765 -1.282 0.024
H -0.093 2.880 0.234 0.389
H 1.578 1.121 -2.599 0.253
H 1.167 2.657 -1.578 0.299
H 2.266 1.539 -0.994 0.491
H 0.207 -3.208 0.560 0.230
H 0.574 -4.031 -1.120 0.384
H -0.861 -3.215 -0.881 0.348
H -0.885 -1.213 1.073 0.206
H -1.955 2.055 2.763 0.278
H -1.588 0.371 2.756 0.243



Last place for stability: P



P | 25
Properties=species:S:1:pos:R:3:mulliken_charge:R:1 method="wB97M-V/def2-TZVPD" homo_energy_ev=-9.832 smiles="CC(C)C=O.CCCO" total_charge=0 homo_lumo_gap_ha=0.385
C -2.426 -0.591 0.893 -0.366
C -2.475 -1.363 -0.435 -0.464
C -1.145 -1.368 -1.181 -0.845
O -2.748 0.770 0.769 -0.550
H -2.141 1.189 0.147 0.350
H -3.175 -0.993 1.580 0.329
H -1.436 -0.715 1.360 0.186
H -2.773 -2.393 -0.230 0.342
H -3.249 -0.909 -1.057 0.295
H -0.393 -1.908 -0.609 0.243
H 1.059 -0.440 0.300 -0.204
H -1.256 -1.865 -2.143 0.389
C 2.238 0.588 -1.159 -1.497
C 2.607 0.608 1.350 -1.722
C 1.585 0.519 0.224 1.319
C 0.519 1.575 0.348 -0.129
O -0.340 1.779 -0.471 -0.589
H -0.802 -0.354 -1.362 0.146
H 0.555 2.166 1.282 0.386
H 2.896 -0.263 -1.309 0.395
H 1.478 0.585 -1.936 0.354
H 2.122 0.524 2.320 0.424
H 3.140 1.555 1.311 0.392
H 3.334 -0.195 1.262 0.415
H 2.824 1.500 -1.253 0.401



Q | 25
Properties=species:S:1:pos:R:3:mulliken_charge:R:1 method="wB97M-V/def2-TZVPD" homo_energy_ev=-9.273 smiles=COC(C)(C)C(C)(C)O total_charge=0 homo_lumo_gap_ha=0.370
C 0.577 0.696 0.224 1.021
C -0.344 -0.566 0.022 1.936
C -1.069 -0.145 -2.261 -0.769
C 1.833 0.600 -0.646 -1.686
C 0.228 -1.798 0.735 -1.859
C -1.763 -0.308 0.553 -1.955
C 0.996 0.870 1.689 -1.749
O -0.373 -0.963 -1.347 -0.459
O -0.097 1.879 -0.196 -0.606
H -0.720 2.137 0.492 0.384
H -0.763 -0.486 -3.249 0.269
H -2.154 -0.269 -2.168 0.282
H -0.815 0.911 -2.146 0.316
H 2.455 -0.232 -0.333 0.337
H 2.395 1.525 -0.552 0.455
H 1.561 0.462 -1.687 0.318
H 1.256 -1.970 0.432 0.373
H 0.175 -1.692 1.813 0.373
H -0.357 -2.663 0.436 0.465
H -1.743 -0.136 1.626 0.402
H -2.377 -1.184 0.357 0.415
H -2.221 0.549 0.064 0.529
H 1.680 0.087 2.001 0.368
H 1.505 1.828 1.789 0.466
H 0.134 0.870 2.353 0.377



Last place for stability: P